151
Properties=species:S:1:pos:R:3:forces:R:3 method="wB97M-V/def2-TZVPD" homo_ev=-0.87 charge=-2 e_tot_ev=-157254.0439 relative_energy_kj_mol=114.3 orbital_gap_ev=4.27 e_lumo_ev=3.40
Sn 0.07634 -0.39074 -0.20638 -0.22 -0.19 -0.88
C 3.07434 3.74672 1.31150 0.08 0.06 -0.09
C 2.63727 2.43214 1.34167 -0.12 -0.06 0.02
N 1.40189 2.13274 1.70756 0.01 -0.09 -0.01
C 0.58600 3.13271 2.00792 -0.10 -0.09 0.02
C 1.01325 4.45580 1.89646 0.00 -0.04 0.01
N 2.26170 4.76713 1.57051 0.02 0.06 -0.02
C -0.79238 2.76318 2.45643 0.07 -0.02 -0.05
C -1.64584 3.72367 2.98608 -0.09 -0.02 -0.04
C -2.94012 3.35558 3.32658 -0.06 0.08 0.05
C -3.31998 2.03827 3.12802 0.11 -0.01 0.00
C -2.39103 1.13229 2.61474 -0.02 -0.09 0.06
N -1.14837 1.48883 2.30819 -0.12 0.10 0.00
C -2.77520 -0.29872 2.40203 -0.02 0.01 0.00
C -4.10942 -0.69186 2.36184 -0.02 -0.09 -0.06
N -4.47770 -1.96448 2.22510 -0.01 0.07 0.00
C -3.49599 -2.84122 2.07952 0.06 -0.04 -0.03
C -2.16128 -2.45271 2.06767 0.03 -0.03 -0.09
N -1.80318 -1.19575 2.24636 0.00 0.26 0.19
C -3.89182 4.34466 3.89038 0.08 -0.08 -0.06
C -3.46925 5.35922 4.74436 -0.04 0.00 0.02
C -4.40003 6.25386 5.24598 0.01 -0.04 -0.03
N -5.69985 6.21237 4.96063 -0.05 0.04 0.02
C -6.09887 5.24266 4.13925 0.05 -0.01 0.00
C -5.24928 4.29935 3.58574 0.00 0.05 0.00
H 4.10173 3.98188 1.06083 0.02 0.03 -0.04
H 3.27782 1.59737 1.08203 0.03 -0.03 0.00
H 0.34017 5.28777 2.06512 0.02 0.01 0.00
H -1.31870 4.74655 3.10545 -0.04 0.00 0.02
H -4.30806 1.70790 3.41031 -0.03 0.03 0.03
H -4.91397 0.02936 2.42173 -0.03 0.01 0.00
H -3.76778 -3.88169 1.94464 -0.01 0.01 0.01
H -1.36355 -3.16740 1.89915 0.00 -0.01 -0.03
H -2.43046 5.44070 5.03562 0.01 -0.01 -0.01
H -4.08129 7.04388 5.91786 -0.02 0.01 0.01
H -7.15724 5.21897 3.90275 -0.01 0.02 0.01
H -5.63747 3.55580 2.90271 0.01 -0.02 -0.01
C -2.46017 -3.63981 -3.28841 -0.05 0.01 -0.01
C -1.50619 -2.94772 -2.33908 -0.01 0.02 0.18
S -2.19094 -1.68182 -1.32374 0.17 0.26 -0.19
C -0.20927 -3.29521 -2.31834 0.13 0.18 0.01
C 0.33506 -4.35701 -3.24342 0.00 -0.06 -0.02
S 1.01815 -2.55182 -1.28593 -0.08 0.04 -0.01
H -3.44797 -3.18711 -3.22066 0.00 0.00 -0.01
H -2.56118 -4.70803 -3.06496 0.00 -0.01 0.02
H -2.11967 -3.56268 -4.32730 0.01 0.01 -0.03
H -0.33063 -5.22270 -3.30960 -0.01 -0.01 -0.01
H 1.30909 -4.70241 -2.89624 0.00 -0.01 0.01
H 0.47038 -3.97099 -4.26242 0.00 0.02 0.01
C 3.66975 4.75541 -2.70885 0.06 -0.03 -0.06
C 2.57512 3.86513 -3.28620 0.10 -0.10 0.02
C 2.50247 4.06374 -4.80151 -0.01 0.04 -0.01
C 1.23502 4.19177 -2.64157 -0.08 0.06 -0.02
O 2.94084 2.52537 -3.01111 -0.08 -0.01 0.04
Si 1.95201 1.16326 -2.92858 -0.09 0.23 0.22
O 1.32735 0.98796 -1.48360 -0.10 -0.18 -0.30
O 2.90999 -0.05815 -3.46724 0.16 0.00 -0.20
C 4.24323 -0.41119 -3.11284 -0.08 0.00 0.12
C 4.45306 -0.26223 -1.60948 0.00 -0.02 -0.01
C 4.41939 -1.86798 -3.52884 0.00 0.06 -0.02
C 5.21126 0.48429 -3.88215 0.05 0.01 -0.04
O 0.84960 1.42979 -4.15490 0.11 -0.10 0.17
C 0.35667 0.53392 -5.14801 -0.07 0.15 0.08
C 0.05142 -0.82115 -4.54389 -0.11 -0.26 0.01
C -0.92747 1.17138 -5.67496 -0.05 -0.05 0.01
C 1.38082 0.41772 -6.27494 0.00 0.01 -0.03
H 3.50226 5.80178 -2.97550 -0.01 0.02 0.00
H 4.63927 4.44201 -3.10107 0.01 0.01 0.00
H 3.69254 4.67438 -1.62503 0.00 -0.05 0.14
H 2.24806 5.09991 -5.04690 0.01 0.01 0.00
H 1.75269 3.39701 -5.22389 -0.03 -0.01 0.01
H 3.46852 3.82449 -5.25056 0.02 0.00 0.00
H 0.98117 5.24720 -2.78970 -0.01 0.01 -0.01
H 1.25119 3.96839 -1.57540 0.03 -0.01 0.06
H 0.48363 3.55402 -3.10359 -0.23 -0.02 0.00
H 3.74432 -0.88655 -1.06406 -0.04 -0.01 0.04
H 4.29795 0.77487 -1.30158 0.00 0.01 -0.01
H 5.46971 -0.55757 -1.33848 0.02 -0.02 0.02
H 3.71993 -2.49147 -2.97368 -0.05 -0.04 0.04
H 5.44176 -2.20464 -3.33581 -0.02 -0.01 0.02
H 4.20915 -1.97502 -4.59615 0.01 0.01 0.00
H 5.05637 1.52853 -3.61136 -0.01 -0.02 0.01
H 5.04340 0.37561 -4.95677 0.00 0.00 -0.01
H 6.24370 0.20357 -3.65866 0.02 -0.01 -0.01
H -0.64867 -0.73113 -3.71087 -0.02 0.04 0.02
H 0.95568 -1.29789 -4.16920 0.04 -0.02 0.03
H -0.39839 -1.47827 -5.29497 -0.02 -0.01 0.00
H -1.69969 1.15914 -4.90204 0.05 0.03 0.02
H -1.30046 0.62698 -6.54552 -0.02 -0.03 0.00
H -0.73373 2.20412 -5.97065 0.02 0.09 -0.02
H 2.31726 0.01579 -5.88921 -0.01 -0.01 0.03
H 1.57578 1.39943 -6.71476 0.00 0.01 -0.01
H 1.00145 -0.24722 -7.05516 0.02 0.00 -0.03
C 4.43492 -4.26964 -0.13998 0.02 0.00 -0.08
Si 5.04214 -3.80642 1.57000 -0.09 0.04 0.06
C 6.23792 -2.36262 1.39466 0.05 0.01 -0.05
C 6.03365 -5.26925 2.25417 0.02 -0.01 0.00
Si 3.26525 -3.15540 2.93564 0.19 -0.18 0.04
Te 1.98309 -1.27232 2.05975 0.44 0.21 0.58
Si 4.10554 -2.41224 4.97907 -0.02 0.01 -0.02
C 2.68695 -1.98034 6.14210 0.00 0.01 0.01
C 5.10089 -0.83051 4.74171 -0.02 0.02 0.01
C 5.22244 -3.63564 5.89984 0.02 0.00 0.02
Si 1.81757 -4.94045 3.27487 -0.10 -0.03 -0.14
C 0.29494 -4.35231 4.21288 -0.01 0.02 0.03
C 1.23063 -5.58225 1.60554 0.00 0.05 0.03
C 2.54635 -6.40393 4.23001 0.00 -0.01 0.04
H 5.27606 -4.39242 -0.82991 0.01 -0.01 -0.01
H 3.77333 -3.49650 -0.53658 -0.04 0.02 -0.01
H 3.86332 -5.19953 -0.12851 -0.01 -0.02 0.01
H 6.96108 -2.55231 0.59572 0.03 0.01 0.00
H 6.78705 -2.17800 2.31997 0.03 -0.02 0.03
H 5.68384 -1.45535 1.14890 -0.04 0.04 -0.02
H 6.86233 -5.51024 1.58137 0.02 -0.02 0.00
H 5.41188 -6.16081 2.35620 -0.03 -0.02 -0.02
H 6.44880 -5.04550 3.23869 0.02 0.02 0.02
H 1.96758 -1.35235 5.61289 -0.01 0.03 -0.01
H 3.05900 -1.43202 7.01294 -0.01 0.00 0.03
H 2.15876 -2.86803 6.49516 0.01 -0.05 0.01
H 4.49684 -0.11101 4.18553 -0.03 0.02 0.00
H 6.01701 -0.99804 4.17416 0.04 -0.03 0.00
H 5.36680 -0.39643 5.71042 0.02 0.02 0.01
H 4.70462 -4.57200 6.11652 -0.04 -0.02 0.01
H 5.55016 -3.19953 6.84870 0.02 -0.02 0.03
H 6.11124 -3.88171 5.31570 0.04 0.02 -0.02
H -0.09391 -3.44611 3.74255 0.04 0.00 0.03
H 0.52466 -4.10552 5.25098 0.01 -0.01 0.04
H -0.48720 -5.11764 4.20376 -0.02 -0.01 0.01
H 0.90920 -4.74924 0.97411 -0.03 0.04 -0.03
H 0.39343 -6.27667 1.72496 -0.01 -0.02 -0.01
H 2.02830 -6.09632 1.06632 0.04 -0.05 0.01
H 2.84990 -6.11267 5.23776 -0.01 0.02 0.04
H 3.42593 -6.81224 3.72893 0.02 -0.01 -0.04
H 1.80156 -7.20096 4.31615 0.01 -0.03 0.02
C -2.12092 5.58695 -4.72036 -0.01 -0.05 0.01
C -2.93450 4.58826 -3.96191 -0.06 -0.04 -0.03
C -4.14609 4.10026 -4.34725 0.13 0.01 0.13
C -4.75140 3.13958 -3.48823 -0.11 -0.05 -0.07
N -4.23000 2.72050 -2.36864 0.07 0.05 0.04
C -2.99865 3.18301 -1.97775 -0.13 -0.03 -0.09
S -2.17147 2.69587 -0.64405 -0.14 -0.01 0.16
N -2.41294 4.13095 -2.80863 0.21 0.05 -0.06
C -6.06734 2.52685 -3.87793 0.02 0.01 0.04
H -2.69145 5.99088 -5.55351 0.01 -0.01 0.00
H -1.21637 5.11346 -5.10438 0.04 -0.03 -0.01
H -1.81234 6.40433 -4.06712 -0.02 0.01 0.00
H -4.61663 4.42730 -5.26137 -0.01 -0.01 -0.01
H -1.48630 4.41323 -2.51748 0.07 0.03 -0.01
H -6.54642 3.06894 -4.69213 -0.01 0.02 -0.01
H -6.72615 2.49330 -3.01190 0.00 -0.01 0.00
H -5.89380 1.49660 -4.19272 0.01 0.00 0.00